1.
Molecular formula: C47H59BBr4N10O5SSn
Method: DFT, wB97M-V/def2-TZVPD

Output
F_max = 1.92 eV/A
energy relative to the best compared isomer or geometry (same formula, charge and spin) = 39.3 kcal/mol

Positions of all 128 atoms, in Å:
1 Sn 0.00 -0.44 -0.05
2 C -0.77 -3.67 4.65
3 C -1.67 -3.02 3.60
4 C -2.01 -1.56 3.96
5 C -1.04 -3.19 2.24
6 C -1.48 -4.11 1.27
7 C -0.53 -4.05 0.29
8 N 0.42 -3.17 0.66
9 N 0.10 -2.63 1.86
10 B 1.86 -3.39 0.12
11 N 1.90 -3.43 -1.42
12 C 2.26 -4.54 -2.09
13 C 2.36 -4.22 -3.42
14 C 2.02 -2.86 -3.49
15 N 1.73 -2.39 -2.27
16 C 2.03 -2.13 -4.81
17 C 2.11 -0.61 -4.68
18 C 0.81 -2.55 -5.64
19 N 2.98 -2.46 0.67
20 C 4.25 -2.93 0.66
21 C 5.07 -1.97 1.21
22 C 4.20 -0.92 1.54
23 N 2.95 -1.22 1.19
24 C 4.57 0.35 2.27
25 C 4.89 1.51 1.32
26 C 5.78 0.12 3.19
27 H -1.19 -3.57 5.65
28 H 0.22 -3.21 4.62
29 H -0.65 -4.73 4.43
30 H -2.61 -3.58 3.56
31 H -1.34 -1.19 4.73
32 H -3.03 -1.47 4.34
33 H -1.93 -0.93 3.07
34 H -2.37 -4.71 1.30
35 H -0.47 -4.59 -0.64
36 H 2.19 -4.50 0.47
37 H 2.41 -5.47 -1.58
38 H 2.64 -4.87 -4.24
39 H 2.92 -2.48 -5.34
40 H 1.23 -0.24 -4.17
41 H 2.16 -0.16 -5.68
42 H 2.99 -0.32 -4.12
43 H -0.10 -2.23 -5.14
44 H 0.78 -3.63 -5.75
45 H 0.84 -2.10 -6.63
46 H 4.49 -3.90 0.28
47 H 6.13 -2.04 1.37
48 H 3.72 0.64 2.89
49 H 5.65 1.22 0.61
50 H 5.26 2.37 1.88
51 H 4.00 1.82 0.77
52 H 6.66 -0.14 2.60
53 H 5.59 -0.67 3.91
54 H 6.01 1.04 3.74
55 Br -6.94 0.27 2.11
56 C -5.34 -0.37 1.33
57 C -5.35 -1.49 0.52
58 Br -6.96 -2.43 0.19
59 C -4.16 -1.92 -0.07
60 Br -4.10 -3.46 -1.18
61 C -2.95 -1.24 0.10
62 O -1.85 -1.61 -0.48
63 C -2.93 -0.09 0.94
64 O -1.79 0.52 1.12
65 C -4.13 0.30 1.54
66 Br -4.06 1.80 2.71
67 O -6.65 -0.21 -5.52
68 C -5.55 -0.98 -5.37
69 O -5.46 -2.03 -5.94
70 C -4.49 -0.44 -4.47
71 C -3.64 -1.35 -3.84
72 C -2.57 -0.90 -3.09
73 C -2.31 0.46 -2.99
74 C -3.19 1.38 -3.57
75 C -4.26 0.93 -4.32
76 N -1.07 0.80 -2.41
77 C -0.42 1.83 -2.79
78 C 1.00 2.00 -2.47
79 C 1.73 3.02 -3.09
80 C 3.11 2.98 -3.03
81 C 3.72 1.94 -2.36
82 C 2.92 1.02 -1.70
83 N 1.60 1.05 -1.75
84 H -6.62 0.57 -4.96
85 H -3.84 -2.41 -3.96
86 H -1.88 -1.59 -2.61
87 H -3.02 2.44 -3.47
88 H -4.88 1.65 -4.83
89 H -0.83 2.56 -3.49
90 H 1.20 3.80 -3.62
91 H 3.70 3.75 -3.51
92 H 4.80 1.85 -2.33
93 H 3.34 0.19 -1.13
94 O -0.72 2.90 -0.21
95 S -2.16 2.93 0.20
96 C -3.05 3.70 -1.24
97 C -3.29 5.19 -0.97
98 C -2.24 5.60 0.05
99 C -2.32 4.52 1.12
100 H -3.96 3.13 -1.39
101 H -2.38 3.54 -2.08
102 H -4.29 5.33 -0.54
103 H -3.23 5.77 -1.88
104 H -2.42 6.60 0.46
105 H -1.25 5.58 -0.40
106 H -3.30 4.50 1.60
107 H -1.54 4.58 1.87
108 C 1.96 0.71 4.62
109 C 1.25 0.04 3.41
110 N 0.54 1.05 2.64
111 C -0.50 1.67 3.43
112 C 0.12 2.32 4.69
113 N 1.61 2.17 4.59
114 C 2.10 2.81 3.33
115 C 1.45 2.06 2.14
116 H 3.05 0.62 4.56
117 H 1.63 0.30 5.57
118 H 0.54 -0.72 3.73
119 H 1.96 -0.46 2.75
120 H -1.24 0.93 3.70
121 H -1.00 2.41 2.81
122 H -0.21 1.83 5.60
123 H -0.12 3.38 4.77
124 H 2.04 2.63 5.39
125 H 3.19 2.75 3.31
126 H 1.81 3.86 3.36
127 H 2.21 1.56 1.53
128 H 0.89 2.73 1.49

2.
Molecular formula: C47H59N4O5RbSSi
Method: DFT, wB97M-V/def2-TZVPD

Output
F_max = 0.53 eV/A
total charge = -2
energy relative to the best compared isomer or geometry (same formula, charge and spin) = 0.0 kcal/mol

Positions of all 118 atoms, in Å:
1 Rb -0.16 0.81 -0.51
2 C 4.21 -1.16 3.92
3 C 2.80 -1.56 3.49
4 C 2.88 -2.58 2.35
5 C 2.03 -2.14 4.66
6 O 2.10 -0.45 2.95
7 Si 2.03 1.14 3.46
8 S 0.43 2.10 2.67
9 O 2.03 0.96 5.12
10 C 1.86 1.91 6.14
11 C 2.38 3.29 5.72
12 C 2.67 1.40 7.34
13 C 0.38 1.99 6.49
14 O 3.53 1.81 3.22
15 C 4.11 2.28 2.00
16 C 3.76 1.36 0.83
17 C 3.61 3.70 1.73
18 C 5.61 2.28 2.24
19 H 4.77 -2.05 4.21
20 H 4.18 -0.47 4.76
21 H 4.73 -0.67 3.10
22 H 3.43 -3.47 2.67
23 H 3.37 -2.14 1.48
24 H 1.88 -2.88 2.05
25 H 2.53 -3.03 5.05
26 H 1.03 -2.42 4.34
27 H 1.94 -1.41 5.46
28 H 3.43 3.22 5.44
29 H 2.27 4.00 6.54
30 H 1.83 3.65 4.85
31 H 3.72 1.31 7.06
32 H 2.30 0.42 7.64
33 H 2.59 2.08 8.19
34 H -0.18 2.29 5.60
35 H 0.19 2.72 7.29
36 H 0.02 1.01 6.81
37 H 2.70 1.38 0.60
38 H 4.04 0.33 1.06
39 H 4.29 1.67 -0.07
40 H 2.53 3.70 1.64
41 H 4.04 4.08 0.80
42 H 3.90 4.35 2.55
43 H 5.98 1.26 2.36
44 H 5.84 2.84 3.14
45 H 6.14 2.75 1.40
46 O -3.37 -0.56 -7.22
47 C -3.91 -1.53 -6.44
48 O -4.72 -2.29 -6.91
49 C -3.46 -1.58 -5.01
50 C -4.13 -2.47 -4.17
51 C -3.79 -2.56 -2.84
52 C -2.77 -1.76 -2.33
53 C -2.07 -0.91 -3.18
54 C -2.42 -0.81 -4.51
55 N -2.35 -1.71 -0.98
56 C -2.99 -2.27 -0.04
57 C -2.53 -2.11 1.37
58 C -3.23 -2.73 2.40
59 C -2.79 -2.52 3.71
60 C -1.68 -1.72 3.92
61 C -1.05 -1.14 2.82
62 N -1.46 -1.34 1.57
63 H -2.79 0.01 -6.70
64 H -4.93 -3.07 -4.59
65 H -4.34 -3.23 -2.19
66 H -1.26 -0.33 -2.76
67 H -1.84 -0.12 -5.12
68 H -3.92 -2.84 -0.18
69 H -4.09 -3.34 2.19
70 H -3.31 -2.99 4.54
71 H -1.31 -1.52 4.91
72 H -0.21 -0.47 2.94
73 C 0.92 -2.69 -3.37
74 N 1.17 -1.96 -2.15
75 C 0.95 -2.79 -1.00
76 C 2.52 -1.37 -2.14
77 C 2.66 -0.21 -3.10
78 C 3.31 -0.42 -4.31
79 C 3.41 0.61 -5.24
80 C 2.84 1.84 -4.91
81 C 2.21 2.02 -3.68
82 C 2.09 1.02 -2.69
83 H 1.58 -3.57 -3.47
84 H 1.10 -2.04 -4.23
85 H -0.12 -3.03 -3.40
86 H 1.64 -3.65 -0.95
87 H -0.07 -3.18 -1.01
88 H 1.07 -2.21 -0.09
89 H 3.26 -2.17 -2.34
90 H 2.69 -1.00 -1.12
91 H 3.74 -1.39 -4.55
92 H 3.90 0.46 -6.19
93 H 2.90 2.66 -5.63
94 H 1.79 3.00 -3.49
95 N -1.88 2.34 -1.98
96 C -3.05 2.36 -2.38
97 C -3.52 3.23 -3.55
98 C -2.58 3.58 -4.52
99 C -2.92 4.42 -5.57
100 C -4.20 4.95 -5.66
101 C -5.14 4.63 -4.69
102 C -4.80 3.77 -3.65
103 C -4.14 1.46 -1.79
104 C -4.14 1.22 -0.42
105 C -5.03 0.33 0.15
106 C -5.94 -0.36 -0.64
107 C -5.94 -0.14 -2.01
108 C -5.06 0.77 -2.57
109 H -1.58 3.19 -4.40
110 H -2.18 4.67 -6.32
111 H -4.47 5.62 -6.47
112 H -6.14 5.05 -4.74
113 H -5.54 3.51 -2.90
114 H -3.40 1.74 0.18
115 H -5.01 0.17 1.23
116 H -6.63 -1.07 -0.20
117 H -6.63 -0.69 -2.65
118 H -5.08 0.95 -3.65